Here is 2 unconnected molecules or ions with the total composition C12H15NO in a non-equilibrium geometry from OMol25. Energies are from ωB97M-V/def2-TZVPD.

```
29
Properties=species:S:1:pos:R:3:forces:R:3:nbo_charge:R:1
C 2.07638 1.86211 0.14602 0.126 3.065 0.698 -0.588
C 1.83489 0.49126 0.57718 -0.612 -0.796 1.637 -0.084
C 2.16930 0.39397 2.08546 0.198 -0.665 -0.594 -0.609
C 2.15230 -0.78559 -0.21990 -2.324 1.177 2.288 -0.437
C 0.70675 -0.36515 0.10754 2.869 -0.577 -0.277 0.036
C -0.54809 -0.75443 0.06999 -0.716 -0.507 0.902 -0.051
C -1.02640 -2.01911 -0.54040 -2.715 1.390 -0.594 -0.187
C -2.39771 -2.12416 -0.78710 3.146 -0.462 -0.196 -0.211
C -3.35704 -1.08675 -0.43427 -1.060 -0.786 -1.843 -0.262
C -3.01367 -0.02253 0.26976 1.784 -0.674 0.087 -0.131
C -1.60561 0.00533 0.84638 -1.570 -1.757 -0.676 -0.471
H 2.92597 2.22090 0.83789 -0.969 -0.102 -1.595 0.213
H 1.17492 2.56623 0.42338 1.601 -1.332 -0.643 0.201
H 2.31918 1.97296 -0.91295 -0.037 0.224 0.141 0.220
H 3.20493 0.19758 2.35175 0.553 0.502 -0.655 0.210
H 1.75779 -0.54582 2.23945 -1.160 -1.803 1.564 0.210
H 1.81350 1.12722 2.80641 -0.507 0.191 -0.484 0.212
H 2.65179 -1.58233 0.27821 0.038 -0.610 0.576 0.214
H 2.49590 -0.63153 -1.16311 0.760 0.440 -2.820 0.215
H -0.33284 -2.68386 -1.02308 0.203 -0.235 0.127 0.221
H -2.69474 -2.94904 -1.45594 -0.149 0.392 0.671 0.214
H -4.29772 -1.23625 -1.00848 0.295 0.511 1.057 0.215
H -3.62308 0.75896 0.61410 -1.144 0.843 -0.063 0.204
H -1.80732 -0.50378 1.77947 0.513 -0.528 0.698 0.229
H -1.37539 0.97021 1.14444 0.971 1.975 0.233 0.215
N -0.42335 1.78417 -1.98303 1.087 -2.289 -2.412 -0.810
C -0.15765 0.74468 -2.56508 -0.910 3.942 2.556 0.888
O 0.25275 -0.13838 -3.17855 0.246 -1.357 -0.885 -0.519
H -0.87575 2.33312 -1.30556 -0.516 -0.172 0.503 0.443
```
Forces are in eV/Å.

- relative energy (zero: lowest compared OMol25 entry of this formula, charge and spin) (kJ/mol) = 467.0
- E_tot (a.u.) = -596.109778
- molecular weight (g mol⁻¹) = 189.26
- frontier orbital gap (eV) = 8.31

=====

Here is a single C26H25N3O5 molecule in a non-equilibrium geometry from OMol25. Energies are from ωB97M-V/def2-TZVPD.

```
59
Properties=species:S:1:pos:R:3:forces:R:3:nbo_charge:R:1
C -6.92760 -1.45791 -0.17544 0.139 0.065 -0.220 -0.603
C -5.98989 -0.48392 -0.87856 -0.131 -0.020 0.355 -0.388
C -5.54830 0.64302 0.05508 0.018 -0.019 -0.373 -0.396
C -4.55869 1.61991 -0.59646 -0.199 -0.052 0.165 -0.442
C -3.11949 1.38269 -0.24475 0.060 -0.085 -0.049 0.255
C -2.56517 0.11056 -0.13426 0.210 0.107 0.125 -0.269
C -1.22737 -0.03224 0.21438 -0.022 0.540 -0.045 0.008
C -0.47729 1.14195 0.43339 -0.281 0.045 -0.003 -0.082
C -1.11669 2.35858 0.26289 0.361 -0.291 0.149 0.070
N -2.39060 2.47719 -0.06167 -0.289 0.440 -0.109 -0.436
C 0.96508 1.09157 0.90445 -0.295 -0.962 -0.131 0.386
O 1.14885 2.10874 1.86473 -0.063 0.159 0.136 -0.485
C 2.32574 2.76198 1.68479 0.539 0.452 0.280 0.766
O 2.73138 3.60330 2.43054 -0.176 -0.246 -0.179 -0.526
C 2.91209 2.23125 0.45212 0.576 -0.158 -0.592 0.028
C 4.09848 2.52821 -0.14163 -0.775 0.161 1.049 -0.030
N 4.41200 2.00584 -1.34426 0.168 -0.304 -0.808 -0.377
C 3.63565 1.12055 -1.87259 -0.328 0.146 0.734 0.226
C 3.89277 0.66334 -3.19745 -0.171 -0.419 -0.820 -0.202
C 2.98307 -0.06762 -3.87691 0.659 0.349 0.118 -0.195
C 1.69305 -0.31856 -3.30537 -0.418 0.030 0.488 -0.194
C 1.41466 -0.02299 -2.02872 -0.062 -0.171 -0.225 -0.218
C 2.49201 0.44044 -1.10088 0.279 -0.121 -0.033 0.372
O 3.25317 -0.73077 -0.55830 -0.029 0.211 -0.140 -0.580
C 2.89913 -1.43709 0.57417 1.009 -0.182 -0.135 0.771
C 4.06542 -2.36423 0.90654 -0.554 0.165 0.114 -0.425
C 3.77371 -3.22339 2.12867 0.056 0.128 -0.200 -0.612
O 1.70701 -2.20355 0.34729 -0.467 -0.133 0.126 -0.489
C 0.69624 -1.36520 0.63912 -0.317 0.299 -0.006 0.356
C -0.54303 -1.31330 0.14598 0.456 -0.601 0.272 -0.342
C 1.21931 -0.29553 1.56801 -0.261 0.175 0.091 0.210
C 0.58658 -0.36885 2.95518 0.264 -0.002 -0.203 -0.624
O 2.59901 -0.59499 1.64816 -0.188 0.127 0.107 -0.531
N 2.01562 1.33817 -0.09497 0.343 0.572 -0.122 -0.423
H -7.81347 -0.94001 0.18513 -0.117 0.016 0.068 0.203
H -7.24382 -2.24517 -0.85568 -0.085 -0.113 0.008 0.209
H -6.43210 -1.91867 0.67663 0.008 -0.074 0.108 0.201
H -5.12024 -1.02747 -1.25293 0.045 0.021 -0.107 0.187
H -6.50028 -0.05146 -1.74230 0.083 0.020 -0.074 0.198
H -5.10249 0.21843 0.95708 -0.048 -0.002 0.088 0.201
H -6.43817 1.19416 0.36457 -0.014 -0.020 0.076 0.209
H -4.65881 1.56570 -1.68426 -0.033 0.060 -0.048 0.220
H -4.78383 2.64667 -0.30663 0.066 -0.037 -0.074 0.237
H -3.15735 -0.77112 -0.31776 -0.109 -0.114 -0.039 0.217
H -0.58057 3.28771 0.40316 0.117 0.050 0.060 0.202
H 4.79101 3.22641 0.29744 -0.025 0.095 0.143 0.222
H 4.82066 0.98611 -3.64209 0.121 -0.023 -0.040 0.232
H 3.17633 -0.39808 -4.88566 0.087 0.030 -0.100 0.218
H 0.91614 -0.70696 -3.94723 -0.116 -0.018 -0.012 0.217
H 0.42074 -0.14335 -1.63962 -0.034 -0.008 -0.047 0.223
H 4.24006 -2.97675 0.02282 0.068 0.042 -0.026 0.226
H 4.93391 -1.72768 1.07202 0.008 0.006 -0.089 0.228
H 2.89884 -3.84472 1.95254 -0.039 -0.089 0.063 0.213
H 3.59058 -2.59213 2.99470 -0.010 -0.026 0.112 0.215
H 4.62489 -3.86586 2.33564 0.035 -0.090 0.084 0.217
H -0.96078 -2.10634 -0.45115 0.003 -0.114 -0.171 0.236
H -0.46766 -0.11447 2.89615 -0.088 0.011 0.057 0.229
H 0.70107 -1.37543 3.34973 -0.027 -0.069 -0.015 0.226
H 1.08943 0.33332 3.61439 -0.005 0.038 0.059 0.237
```
Forces are in eV/Å.

- relative energy (zero: lowest compared OMol25 entry of this formula, charge and spin) (kJ/mol) = 233.2
- E_tot (a.u.) = -1546.218987
- molecular weight (g mol⁻¹) = 459.50
- frontier orbital gap (eV) = 7.47